No. 1
Entry from the OMol25 dataset: the ion C4H10NO with charge -1 (ωB97M-V/def2-TZVPD).

Structure (XYZ):
```
16
Properties=species:S:1:pos:R:3:forces:R:3:mulliken_charge:R:1
C -0.037 -0.637 1.803 0.166 -0.197 -0.070 -1.012
N 0.053 -0.574 0.361 -0.308 0.223 0.095 -0.140
C -1.280 -0.651 -0.252 0.677 0.042 -0.392 -1.002
C 0.742 0.631 -0.095 0.432 0.318 0.010 -0.385
C 0.860 0.722 -1.646 -0.764 0.161 0.015 -0.702
O -0.091 1.487 -2.212 -0.301 0.124 -0.157 -0.899
H -0.237 -1.666 2.134 -0.186 0.166 -0.007 0.291
H 0.913 -0.339 2.243 0.192 -0.022 0.019 0.340
H -0.804 0.040 2.223 -0.049 -0.065 -0.031 0.357
H -1.272 -0.060 -1.173 -0.041 0.127 0.028 0.370
H -1.498 -1.677 -0.545 -0.336 -0.234 0.327 0.226
H -2.037 -0.228 0.415 -0.275 -0.110 0.039 0.360
H 1.748 0.653 0.330 0.183 -0.313 0.255 0.455
H 0.255 1.556 0.267 -0.162 -0.080 -0.189 0.228
H 1.883 1.093 -1.870 0.353 -0.162 0.031 0.284
H 0.803 -0.350 -1.984 0.420 0.022 0.028 0.226
```
Forces are in eV/Å.

The HOMO-LUMO gap is 6.3 eV. The total energy comes out at -288.35742 Eh. The HOMO energy comes out at -2.180 eV. As for the charge: -1. The value obtained for the LUMO energy is 4.087 eV. The calculation puts the relative energy (zero: lowest compared OMol25 entry of this formula, charge and spin) at 0.931 eV. As for the SMILES: CN(C)CC[O-].

=====

No. 2
Entry from the OMol25 dataset: a cluster of 12 separate species, C33H54O34S2 in total at a distorted geometry (ωB97M-V/def2-TZVPD).

Structure (XYZ):
```
123
Properties=species:S:1:pos:R:3:forces:R:3:mulliken_charge:R:1
C -5.640 0.724 1.611 0.268 -0.356 0.472 -1.196
C -5.596 0.549 0.121 -0.617 0.153 -0.763 -0.190
O -4.265 0.929 -0.317 0.463 0.374 -0.656 -0.128
S -4.078 1.624 -1.750 -0.967 -0.580 -0.136 1.073
C -4.008 0.207 -2.815 -0.379 -0.431 0.963 -0.612
O -5.288 2.340 -2.072 0.837 0.001 0.202 -0.709
O -2.796 2.261 -1.779 -0.217 0.082 0.348 -0.426
H -5.069 -0.031 2.158 0.186 -0.086 -0.332 0.163
H -6.650 0.622 2.009 -0.101 0.338 -0.198 0.449
H -5.188 1.684 1.856 -0.359 0.138 0.103 0.281
H -5.854 -0.451 -0.240 0.507 -0.226 0.308 0.179
H -6.304 1.179 -0.422 0.019 0.312 0.435 0.467
H -5.021 -0.197 -2.828 -0.071 0.205 -0.428 0.401
H -3.429 -0.558 -2.294 0.482 0.202 -0.262 -0.230
H -3.639 0.498 -3.792 -0.016 -0.079 -0.048 0.467
C 3.573 5.696 2.535 -0.643 -1.360 0.244 -0.832
C 2.471 4.969 3.378 1.906 0.875 -0.913 -0.267
O 2.981 3.619 3.485 -1.182 -0.629 0.828 -0.144
S 2.018 2.627 4.347 0.826 -0.060 -0.102 1.070
C 3.216 1.366 4.690 -0.195 0.131 0.671 -0.843
O 1.644 3.271 5.590 0.041 -0.401 -1.212 -0.720
O 1.006 2.077 3.472 0.320 0.512 0.417 -0.680
H 3.699 6.746 2.779 -0.303 0.103 -0.297 0.412
H 3.287 5.456 1.510 0.250 0.764 -0.238 -0.036
H 4.529 5.191 2.675 0.025 0.082 0.321 0.288
H 2.400 5.410 4.368 -0.465 -0.125 0.017 0.436
H 1.573 4.978 2.766 -0.411 -0.053 0.578 0.177
H 3.769 1.692 5.569 0.019 0.070 -0.056 0.387
H 3.904 1.149 3.879 -0.329 0.076 -0.286 0.127
H 2.605 0.509 4.973 0.147 -0.141 -0.153 0.392
O -7.085 -5.934 0.100 -0.142 -0.248 0.176 -0.521
C -6.185 -5.266 -0.272 0.546 -0.568 -0.195 0.561
O -4.968 -5.751 -0.676 -0.221 0.061 0.325 -0.421
C -4.145 -4.691 -1.140 -0.795 0.824 -0.279 0.738
C -5.066 -3.452 -1.040 0.832 0.128 -0.127 0.550
O -6.213 -3.935 -0.370 -0.324 0.732 -0.216 -0.396
H -3.261 -4.521 -0.533 0.153 -0.521 -0.033 -0.328
H -3.946 -4.872 -2.195 0.519 -0.167 0.120 0.135
H -5.280 -3.077 -2.042 -0.511 -0.046 0.076 0.101
H -4.619 -2.636 -0.474 -0.003 -0.107 0.155 -0.354
O 0.724 -2.591 -5.857 -0.410 -0.156 -0.644 -0.535
C 0.312 -3.032 -4.840 0.229 0.621 1.209 0.565
O -0.930 -2.778 -4.297 1.139 -0.070 -0.143 -0.410
C -0.925 -3.254 -2.953 0.133 -0.202 0.847 0.620
C 0.487 -3.751 -2.635 0.040 -0.430 -2.454 0.176
O 1.070 -3.735 -3.969 0.176 0.088 -0.197 -0.390
H -1.083 -2.452 -2.233 -0.975 -0.058 -0.321 -0.413
H -1.613 -4.095 -2.920 -0.348 0.329 0.411 0.077
H 0.486 -4.814 -2.412 0.198 0.213 0.943 0.453
H 1.089 -3.071 -2.039 -0.143 -0.277 0.464 -0.317
O 1.263 3.996 -0.556 0.138 0.102 0.186 -0.324
C 1.754 4.420 -1.558 -0.025 -0.773 -0.895 0.338
O 2.942 4.033 -2.065 0.400 0.060 1.216 -0.031
C 3.317 4.826 -3.188 -1.092 -0.051 -0.207 -0.506
C 2.032 5.690 -3.415 1.836 -0.421 -0.524 -0.423
O 1.132 5.217 -2.430 -0.487 0.826 -0.116 -0.367
H 4.179 5.448 -2.962 0.138 -0.235 0.047 0.330
H 3.485 4.113 -3.991 0.272 0.233 -0.129 0.278
H 1.726 5.529 -4.445 -0.795 -0.011 0.224 0.296
H 2.295 6.736 -3.280 -0.471 0.137 0.221 0.319
O 6.227 0.179 1.736 0.002 -0.047 0.087 -0.590
C 5.437 0.685 1.007 -0.776 -0.119 0.716 0.568
O 4.250 1.223 1.413 -0.194 -0.450 -0.025 -0.243
C 3.664 1.951 0.333 1.215 1.525 -0.004 0.860
C 4.560 1.616 -0.874 -1.222 -0.036 0.081 0.298
O 5.547 0.769 -0.308 0.776 0.146 -1.165 -0.384
H 2.593 1.862 0.190 0.020 -0.583 0.294 -0.701
H 3.865 2.996 0.581 -0.463 0.097 0.007 0.236
H 4.960 2.532 -1.300 0.491 -0.153 0.095 0.132
H 4.021 1.113 -1.669 0.171 -0.368 -0.008 -0.166
O -2.280 -2.253 3.335 0.136 -0.153 -0.007 -0.503
C -2.345 -1.117 3.682 -0.006 0.678 -0.906 0.233
O -1.779 -0.072 3.019 0.446 -0.825 0.193 0.587
C -2.159 1.172 3.644 0.094 -0.142 -1.159 0.613
C -2.684 0.697 4.978 -0.333 0.883 0.340 -0.512
O -3.057 -0.654 4.708 -0.007 -0.111 1.029 -0.430
H -1.270 1.797 3.642 -0.137 0.111 0.322 -0.312
H -2.896 1.587 2.951 -0.146 0.267 0.450 -0.061
H -3.555 1.232 5.353 -0.166 -0.057 -0.349 0.325
H -1.944 0.813 5.772 0.217 -0.657 -0.108 0.281
O 3.281 1.117 -3.928 0.287 -0.256 0.474 -0.574
C 2.105 1.095 -3.780 -0.846 -0.164 -0.804 0.367
O 1.355 0.051 -3.315 0.452 0.220 -0.246 0.107
C -0.029 0.345 -3.482 -0.955 0.844 0.418 0.762
C -0.034 1.837 -3.808 -0.797 0.238 1.165 -0.202
O 1.304 2.119 -4.160 0.279 0.134 -0.155 -0.398
H -0.563 -0.258 -4.213 0.640 -0.336 -0.180 0.422
H -0.546 0.275 -2.523 0.129 -0.563 -0.003 -0.893
H -0.293 2.365 -2.884 0.238 0.237 -0.099 -0.002
H -0.774 2.183 -4.526 0.414 -0.233 -0.503 0.448
O -0.376 -6.237 4.650 -0.625 0.408 -0.195 -0.576
C -0.525 -5.540 3.690 0.402 -1.121 0.175 0.571
O -1.481 -5.710 2.736 0.334 0.160 0.246 -0.416
C -1.139 -4.920 1.598 0.378 -0.181 -0.104 0.270
C 0.049 -4.074 2.043 -0.244 0.471 0.624 0.877
O 0.330 -4.573 3.357 0.220 0.459 -0.273 -0.434
H -0.762 -5.577 0.809 -0.652 -0.136 -0.134 0.308
H -2.006 -4.330 1.318 0.047 -0.004 -0.171 -0.129
H -0.214 -3.022 2.126 0.148 -0.017 -0.041 -0.590
H 0.938 -4.208 1.434 -0.015 0.062 -0.032 0.008
O 2.758 -2.377 1.169 0.084 -0.074 0.290 -0.402
C 3.377 -2.735 0.222 -0.152 -0.174 -0.193 0.290
O 3.393 -2.064 -0.945 -0.102 0.228 -0.335 0.117
C 4.132 -2.789 -1.920 0.230 -0.458 -0.646 -0.204
C 4.779 -3.927 -1.111 1.068 1.231 -0.611 -0.519
O 4.111 -3.862 0.137 -0.408 -0.469 0.212 -0.428
H 3.503 -3.203 -2.713 -0.474 0.185 0.291 0.099
H 4.819 -2.121 -2.437 0.216 0.048 0.360 0.336
H 5.833 -3.709 -0.922 -0.012 -0.104 0.005 0.298
H 4.728 -4.864 -1.658 -0.441 -0.298 0.573 0.341
O -2.224 -1.714 -0.248 -0.224 -0.421 -0.018 -0.156
C -1.319 -0.964 -0.040 0.216 0.610 -0.583 -0.413
O -0.020 -1.334 0.047 -0.276 -0.216 0.049 0.517
C 0.691 -0.223 0.641 -0.659 0.172 -0.661 0.397
C -0.159 0.934 0.158 0.506 0.915 1.316 1.118
O -1.463 0.383 -0.011 0.498 -0.856 0.337 0.542
H 0.605 -0.362 1.716 0.383 0.195 0.041 0.149
H 1.707 -0.111 0.281 0.074 -0.674 0.110 -0.277
H 0.158 1.436 -0.756 0.061 -0.218 -0.093 -1.667
H -0.116 1.649 0.984 -0.601 0.377 -0.340 0.208
O -1.354 4.084 1.483 -0.036 -0.002 -0.040 -0.609
H -0.586 4.485 1.060 -0.010 -0.132 -0.075 0.253
H -1.952 3.886 0.752 0.059 -0.002 0.000 0.299
```
Forces are in eV/Å.

The HOMO-LUMO gap is 10.3 eV. The total energy comes out at -4644.44685 Eh. The HOMO energy comes out at -10.305 eV. As for the charge: 0. The value obtained for the LUMO energy is -0.036 eV. As for the SMILES: CCOS(C)(=O)=O.CCOS(C)(=O)=O.O=C1OCCO1.O=C1OCCO1.O=C1OCCO1.O=C1OCCO1.O=C1OCCO1.O=C1OCCO1.O=C1OCCO1.O=C1OCCO1.O=C1OCCO1.O.

=====

No. 3
Entry from the OMol25 dataset: the molecule C5H10O2 (ωB97M-V/def2-TZVPD).

Structure (XYZ):
```
17
Properties=species:S:1:pos:R:3:forces:R:3:mulliken_charge:R:1
C 2.261 -0.888 -0.361 0.066 -0.033 -0.078 -1.112
C 1.080 -0.852 0.586 0.014 -0.107 0.013 -0.307
O 0.396 0.394 0.450 0.070 0.050 0.019 -0.384
C -1.005 0.294 0.302 -0.232 0.018 0.014 0.472
C -1.591 1.682 0.512 -0.015 -0.016 -0.040 -1.426
C -1.283 -0.199 -1.110 -0.147 -0.266 -0.069 -0.054
O -1.891 -1.205 -1.381 0.226 0.440 0.083 -0.477
H 2.926 -0.039 -0.180 -0.071 -0.097 -0.005 0.280
H 2.829 -1.813 -0.224 -0.047 0.116 0.001 0.374
H 1.925 -0.846 -1.403 0.029 0.007 0.146 0.283
H 0.400 -1.687 0.376 0.055 0.093 0.024 0.348
H 1.413 -0.946 1.628 -0.045 -0.006 -0.115 0.291
H -1.439 -0.431 1.005 0.089 0.101 -0.033 0.301
H -2.683 1.661 0.448 0.137 -0.035 0.017 0.391
H -1.297 2.054 1.496 -0.045 -0.045 -0.109 0.339
H -1.211 2.376 -0.246 -0.016 -0.103 0.099 0.338
H -0.831 0.446 -1.898 -0.070 -0.118 0.033 0.344
```
Forces are in eV/Å.

The HOMO-LUMO gap is 10.6 eV. The total energy comes out at -346.96283 Eh. The HOMO energy comes out at -9.574 eV. As for the charge: 0. The value obtained for the LUMO energy is 1.047 eV. The calculation puts the relative energy (zero: lowest compared OMol25 entry of this formula, charge and spin) at 1.704 eV. As for the SMILES: CCO[C@@H](C)C=O.